# 1
C39H81N13NaO3SSbSi3 as an isolated structure, computed with ωB97M-V with the def2-TZVPD basis set.

The calculated total energy comes out at -4141.52496 Eh.

Structure (ORCA input):
```
! RIJCOSX wB97M-V def2-TZVPD def2/J DEFGRID3
* xyz 0 1
Na 0.54550 -0.66112 2.20933
C 2.73319 4.40051 3.70549
N 2.72133 2.95650 3.61852
C 4.02117 2.32042 3.69257
C 1.60093 2.24369 3.22409
N 1.28450 1.06544 3.62584
C 1.80196 0.48563 4.85873
C 2.00791 -1.02789 4.72565
N 0.83692 -1.73341 4.22112
C 1.11739 -3.08337 3.72169
C 0.18050 -3.54739 2.60413
N 0.40905 -2.86801 1.33383
C 0.74245 -3.56013 0.29303
N 0.94934 -4.95664 0.34336
C 2.20165 -5.52406 -0.10481
C -0.21465 -5.81026 0.25194
N 0.90056 -2.96648 -0.90994
C 1.14832 -3.70066 -2.14291
C 0.73226 -1.53829 -1.10697
C -0.35855 -1.65159 5.05182
C -1.33825 -0.54129 4.65069
N -1.71986 -0.66582 3.25728
C -2.94266 -0.44209 2.92436
N -3.93958 0.10425 3.75773
C -3.66843 1.28718 4.54124
C -4.89363 -0.82684 4.31961
N -3.38202 -0.67895 1.65055
C -4.70027 -0.30754 1.18214
C -2.64505 -1.52706 0.73661
N 0.76021 2.91472 2.35006
C -0.58605 2.40055 2.17129
C 1.30415 3.50125 1.13316
H 3.20919 4.70448 4.64141
H 1.71510 4.78053 3.69441
H 3.29149 4.86336 2.88343
H 4.71859 2.82219 3.01266
H 3.94576 1.27771 3.39266
H 4.44335 2.37026 4.70114
H 1.07365 0.67948 5.65519
H 2.74257 0.91460 5.20904
H 2.35400 -1.43132 5.69266
H 2.81556 -1.19094 4.00799
H 1.06745 -3.82719 4.53343
H 2.14321 -3.09962 3.34569
H -0.85187 -3.35168 2.91970
H 0.28552 -4.63136 2.52305
H 2.96342 -4.74526 -0.15024
H 2.13904 -5.98954 -1.09515
H 2.53446 -6.28355 0.60863
H -1.07876 -5.30224 0.67986
H -0.04629 -6.73132 0.81666
H -0.45860 -6.08653 -0.78349
H 0.75220 -4.71097 -2.08135
H 2.20922 -3.71555 -2.39844
H 0.66965 -3.18660 -2.97315
H 0.53626 -1.03480 -0.16569
H -0.11638 -1.35960 -1.77048
H 1.61715 -1.11422 -1.58553
H -0.09234 -1.51175 6.11036
H -0.88467 -2.60607 4.98303
H -0.86003 0.42964 4.80695
H -2.19058 -0.60664 5.33695
H -2.99915 1.94364 3.98873
H -3.22998 1.09699 5.52764
H -4.60890 1.82303 4.69466
H -4.57514 -1.21056 5.29840
H -5.01575 -1.67539 3.64685
H -5.86871 -0.34756 4.44220
H -5.12305 0.47216 1.80744
H -5.38187 -1.16670 1.17236
H -4.61686 0.06580 0.16030
H -1.69931 -1.82853 1.17039
H -2.43967 -0.98657 -0.19272
H -3.23478 -2.41867 0.49278
H -0.99906 2.12470 3.13700
H -0.65694 1.52665 1.50731
H -1.19419 3.18896 1.72246
H 2.34077 3.79646 1.27398
H 0.72946 4.38709 0.85796
H 1.25313 2.79126 0.29863
O 3.63255 -3.91811 -5.50737
S 2.76475 -2.75738 -5.59556
O 1.55381 -2.86263 -4.79522
O 2.56248 -2.21120 -6.91496
C 3.77163 -1.51242 -4.71369
N 4.56711 -0.71766 -5.42778
C 5.27860 0.17768 -4.75612
C 5.20973 0.31381 -3.37851
C 4.37972 -0.58193 -2.72760
N 3.67239 -1.49979 -3.38393
C 4.13570 -0.55550 -1.26250
C 3.97900 -1.74332 -0.56500
C 3.47085 -1.69713 0.71756
N 3.09419 -0.56689 1.32257
C 3.33620 0.57552 0.68541
C 3.87772 0.63641 -0.59027
H 5.93116 0.81419 -5.34536
H 5.78781 1.05533 -2.84405
H 4.17320 -2.68770 -1.05650
H 3.28201 -2.61278 1.26574
H 3.04651 1.48244 1.20202
H 4.00200 1.58922 -1.08732
C -3.83185 3.88836 -3.41083
Si -2.86644 3.53299 -1.84354
C -1.75539 4.99010 -1.41855
C -4.09462 3.31900 -0.43065
Sb -1.41806 1.43790 -1.90706
Si -2.88470 0.01318 -3.47256
C -2.95377 0.67599 -5.22421
C -2.21645 -1.73617 -3.54859
C -4.63628 -0.04317 -2.77261
Si 0.29184 2.10524 -3.70395
C -0.37306 3.38853 -4.90253
C 1.73923 2.86868 -2.78001
C 0.86789 0.58936 -4.60420
H -4.43786 4.79061 -3.29226
H -4.50857 3.05984 -3.63215
H -3.17515 4.02996 -4.27019
H -2.30624 5.93248 -1.47130
H -0.89809 5.06287 -2.08992
H -1.37623 4.88052 -0.39963
H -4.49251 4.28885 -0.11968
H -3.62388 2.84909 0.43626
H -4.94016 2.69427 -0.72675
H -1.95726 0.81775 -5.64243
H -3.48923 1.62515 -5.28020
H -3.47464 -0.04617 -5.85927
H -1.26178 -1.78083 -4.08198
H -2.92414 -2.36906 -4.09157
H -2.07217 -2.17352 -2.55792
H -4.89580 0.85669 -2.21300
H -4.75713 -0.90309 -2.11051
H -5.35887 -0.14900 -3.58592
H -0.68710 4.29675 -4.38307
H -1.22458 3.01146 -5.46925
H 0.40713 3.66384 -5.61712
H 1.45280 3.78005 -2.24901
H 2.54523 3.11517 -3.47653
H 2.12129 2.15164 -2.05199
H 0.06506 0.04809 -5.10333
H 1.36937 -0.12619 -3.95215
H 1.58543 0.87313 -5.38040
*
```

Atomic partial charges in e from the Mulliken method, atoms 1 to 5:
1 Na 0.96
2 C -1.13
3 N 0.45
4 C -1.18
5 C -0.57

# 2
C5H9N4O as an isolated structure in a non-equilibrium geometry, computed with ωB97M-V with the def2-TZVPD basis set.

The calculated total energy comes out at -489.78550 Eh.

Structure (ORCA input):
```
! RIJCOSX wB97M-V def2-TZVPD def2/J DEFGRID3
* xyz 1 1
C -3.42872 0.57750 0.09543
C -2.18722 1.25666 -0.19905
C -3.07698 -0.78450 0.12890
C -1.27586 0.25088 -0.32286
C 0.24453 0.20478 -0.27792
N 0.75062 -0.96214 -0.41976
N 3.42134 -1.27048 0.02042
N 1.75829 1.33824 0.24676
N 1.64875 2.50483 0.38908
O -1.78500 -0.97711 -0.11322
H -4.46621 0.87596 0.47028
H -2.14698 2.36663 -0.37222
H -3.47870 -1.77321 0.31691
H -0.06798 -1.67684 -0.30827
H 3.93528 -0.45255 0.34282
H 3.48237 -2.00949 0.69351
H 4.06974 -1.38792 -0.73410
H 0.84051 3.08184 0.37602
H 1.76223 -1.16306 -0.33273
*
```

Atomic partial charges in e from the Mulliken method, atoms 1 to 5:
1 C -0.44
2 C -0.39
3 C -0.20
4 C 0.56
5 C -0.07

# 3
One molecule with the formula C6H8S in a non-equilibrium geometry, computed with ωB97M-V with the def2-TZVPD basis set.

The calculated total energy comes out at -631.51317 Eh. As for the structure (SMILES): C[C@@]12C[C@@H]1C=CS2.

Structure (ORCA input):
```
! RIJCOSX wB97M-V def2-TZVPD def2/J DEFGRID3
* xyz 0 1
C 1.76369 -0.98327 -0.33410
C 0.46321 -0.41952 0.28612
C 0.40556 0.91227 1.07437
C -0.19440 0.89629 -0.32832
C -1.67994 0.72950 -0.30802
C -2.15468 -0.50472 0.03893
S -0.91184 -1.68224 0.32491
H 2.41016 -0.26228 -1.10137
H 1.39059 -1.94461 -0.99086
H 2.60656 -1.24194 0.39648
H 1.38092 1.26702 1.03362
H -0.29712 1.05803 1.92054
H 0.16228 1.46432 -1.24262
H -2.23675 1.60194 -0.66930
H -3.10825 -0.89077 -0.10037
*
```

Atomic partial charges in e from the Mulliken method, atoms 1 to 5:
1 C -1.18
2 C 0.69
3 C -0.84
4 C -0.11
5 C -0.67

# 4
A 2-piece molecular cluster, C6H16N3O overall in a non-equilibrium geometry, computed with ωB97M-V with the def2-TZVPD basis set.

The calculated total energy comes out at -477.37534 Eh.

Structure (ORCA input):
```
! RIJCOSX wB97M-V def2-TZVPD def2/J DEFGRID3
* xyz 1 1
C -2.16684 -1.22468 0.36428
C -2.61686 0.11807 0.59598
C -0.71917 -1.48624 0.09193
C -2.03609 1.06839 -0.46683
C -0.26452 -0.40672 -0.92422
C 0.20592 1.87886 0.00062
N 1.51720 1.59802 0.10591
N 3.98532 -0.64310 0.15091
N -0.64838 0.90231 -0.38503
O 2.72413 -0.53517 0.76615
H -2.31218 -1.81770 1.24179
H -2.74829 -1.56532 -0.45467
H -3.76972 0.15354 0.57152
H -2.54396 0.70865 1.54990
H -0.03587 -1.49772 0.91468
H -0.61928 -2.54514 -0.49557
H -2.23798 0.74693 -1.50994
H -2.26108 2.04158 -0.24711
H 0.78139 -0.40502 -1.01489
H -0.80461 -0.58325 -1.84234
H -0.27465 2.84102 0.16979
H 1.91765 0.51925 0.25203
H 2.16016 2.35408 0.40865
H 4.65759 -0.14139 0.79471
H 4.02254 -1.70267 0.13148
H 4.08757 -0.37660 -0.76974
*
```

Atomic partial charges in e from the Mulliken method, atoms 1 to 5:
1 C -0.62
2 C -0.40
3 C -0.31
4 C -0.93
5 C -1.10

# 5
One molecule with the formula C22H33ClN4O2S, computed with ωB97M-V with the def2-TZVPD basis set.

The calculated total energy comes out at -2086.02622 Eh. As for the structure (SMILES): O=C(CNC(=S)N(Cc1ccccc1Cl)C1CCCC1)NCCCN1CCOCC1.

Structure (ORCA input):
```
! RIJCOSX wB97M-V def2-TZVPD def2/J DEFGRID3
* xyz 0 1
O 1.65213 3.97542 0.75992
C 1.52082 2.96025 0.10299
C 0.86814 2.97517 -1.28842
N -0.49939 2.51578 -1.18215
C -0.83293 1.20730 -1.25889
S 0.19869 0.13742 -2.01291
N -2.01999 0.78885 -0.75859
C -2.45600 -0.55760 -1.05543
C -2.06674 -1.56693 -0.00454
C -1.05309 -1.31884 0.91234
C -0.69910 -2.26435 1.85783
C -1.35190 -3.48362 1.90070
C -2.36238 -3.75479 0.99517
C -2.70972 -2.80042 0.05483
Cl -3.98068 -3.16430 -1.06664
C -2.95171 1.67438 -0.07737
C -3.85974 0.96549 0.95308
C -5.27424 1.02243 0.37578
C -5.28438 2.33949 -0.39439
C -3.91656 2.36090 -1.07291
N 1.82410 1.72927 0.54192
C 2.48355 1.50587 1.80734
C 3.87095 0.89364 1.61451
C 3.80589 -0.56782 1.15938
N 3.07207 -0.71378 -0.08970
C 3.83999 -0.39608 -1.28801
C 4.82054 -1.51021 -1.67554
O 4.16377 -2.74978 -1.83108
C 3.45375 -3.10166 -0.66289
C 2.44509 -2.01428 -0.27833
H 1.40052 2.31845 -1.97864
H 0.86538 3.99827 -1.66817
H -1.10785 3.14744 -0.68453
H -1.99467 -0.86462 -2.00271
H -3.53851 -0.56107 -1.19266
H -0.53445 -0.37329 0.88190
H 0.08646 -2.04620 2.56580
H -1.07891 -4.22537 2.63543
H -2.88131 -4.70032 1.01477
H -2.36132 2.41938 0.46504
H -3.83045 1.52803 1.88704
H -3.53286 -0.04772 1.17100
H -5.44931 0.18907 -0.30634
H -6.03419 0.98594 1.15406
H -5.37006 3.17468 0.30242
H -6.10126 2.40369 -1.11082
H -3.94859 1.77555 -1.99340
H -3.59645 3.36950 -1.33075
H 1.80959 0.91890 -0.07387
H 2.56038 2.47687 2.30345
H 1.86765 0.83935 2.42172
H 4.42282 1.49407 0.89017
H 4.41087 0.93301 2.56205
H 3.27354 -1.14206 1.92289
H 4.83198 -0.96238 1.10437
H 4.38126 0.53958 -1.14125
H 3.11874 -0.26674 -2.10070
H 5.28543 -1.29160 -2.63810
H 5.61259 -1.60383 -0.91421
H 2.94183 -4.03775 -0.89093
H 4.16075 -3.27273 0.16614
H 1.91056 -2.29959 0.62933
H 1.71888 -1.90368 -1.08847
*
```

Atomic partial charges in e from the Mulliken method, atoms 1 to 5:
1 O -0.72
2 C 0.82
3 C -1.18
4 N -0.11
5 C 0.66

# 6
C19H16Cl5N5O4SSn as an isolated structure, computed with ωB97M-V with the def2-TZVPD basis set.

The calculated total energy comes out at -4221.87726 Eh.

Structure (ORCA input):
```
! RIJCOSX wB97M-V def2-TZVPD def2/J DEFGRID3
* xyz 0 1
Sn -0.87676 -1.36553 0.16863
Cl 3.91469 -4.59672 -4.70270
C 2.99685 -3.63722 -3.60564
C 1.61115 -3.58404 -3.71206
Cl 0.79691 -4.46892 -4.94196
C 0.88191 -2.80884 -2.82286
Cl -0.84611 -2.72721 -2.92422
C 1.50060 -2.06162 -1.80314
O 0.82393 -1.29521 -0.99226
C 2.89913 -2.13054 -1.71634
Cl 3.66339 -1.21022 -0.48177
C 3.63396 -2.90637 -2.60377
Cl 5.34601 -2.96304 -2.46445
C -0.29348 1.02555 -2.11679
N -0.67626 2.20372 -2.87616
C -2.03124 2.00904 -3.39271
N -3.00410 1.80034 -2.31409
C -2.59978 0.63317 -1.55529
N -1.22994 0.77979 -0.98305
C -1.23710 1.99533 -0.11879
N -1.62614 3.17749 -0.86773
C -0.68584 3.36015 -1.97534
C -2.96182 2.96654 -1.42378
H 0.70908 1.14640 -1.70801
H -0.30332 0.15096 -2.76651
H -2.03988 1.13930 -4.05256
H -2.32454 2.88945 -3.96566
H -2.60718 -0.24498 -2.20747
H -3.29800 0.47007 -0.73070
H -0.23910 2.13019 0.29702
H -1.94422 1.83186 0.69748
H 0.31687 3.50561 -1.57070
H -0.97047 4.24816 -2.54098
H -3.25700 3.85118 -1.98921
H -3.66962 2.81771 -0.60642
O 0.71947 -2.19905 1.74186
C 0.56551 -1.18084 2.43482
N 0.02228 -0.06500 1.87490
S -0.41998 1.01289 3.06521
O 0.27581 2.25586 2.91565
O -1.85621 1.04306 3.15613
C 0.29080 0.08864 4.39561
C 0.37048 0.41755 5.73285
C 1.00013 -0.49687 6.56812
C 1.52425 -1.68831 6.07018
C 1.43402 -2.00016 4.72120
C 0.81081 -1.08477 3.89154
H -0.03834 1.34377 6.11212
H 1.08537 -0.28026 7.62466
H 2.00897 -2.37805 6.74785
H 1.83409 -2.92000 4.31728
*
```

Atomic partial charges in e from the Mulliken method, atoms 1 to 5:
1 Sn 0.69
2 Cl -0.19
3 C 0.33
4 C -0.18
5 Cl -0.19

HOMO-LUMO gap, respectively: 7.495 8.568 8.932 9.849 8.814 8.205 eV.
E_HOMO, respectively: -7.7 -12.9 -8.0 -12.8 -8.2 -8.5 eV.
Energy relative to the best compared isomer or geometry (same formula, charge and spin), respectively: 0.000 5.050 2.122 3.445 0.178 0.002 eV.